# B2CsH8

A molecular structure, B2CsH8 in a non-equilibrium geometry (wB97M-V/def2-TZVPD, the Open Molecules 2025 dataset).

The net charge is -1. Its max |F| is 4.711 eV Å⁻¹. The calculation puts the HOMO-LUMO gap at 6.9 eV. The total energy is -2027.189 eV.

Last column: Mulliken charge in e.
Positions of all 11 atoms, in Å:
Cs  0.93531  1.12761  -1.54053  0.8483
B  -2.09350  0.45889  -0.51192  0.3376
H  -2.55626  -0.49618  -0.70668  -0.2276
H  -2.62875  1.04376  0.21998  -0.2262
H  -1.11298  0.25463  -0.11053  -0.4533
H  -2.06204  1.02540  -1.42970  -0.2959
B  1.90530  -0.66251  0.81380  -0.0009
H  1.20004  0.08540  1.14165  -0.2494
H  1.45797  -1.26434  0.03795  -0.2251
H  2.83585  -0.28485  0.41924  -0.2552
H  2.11905  -1.28786  1.66673  -0.2523

Atomic forces in eV per Å
-0.2 -0.3 0.4
0.0 -0.1 0.2
-2.0 -3.7 -0.8
-2.3 2.2 2.9
3.8 -0.7 1.5
0.4 2.4 -4.0
0.1 -0.1 0.2
-2.6 3.2 1.1
-2.0 -2.5 -3.2
3.9 2.0 -1.6
0.9 -2.5 3.3